Record 1
Here is 2 unconnected molecules or ions with the total composition C2H4NO4 from OMol25. Energies are from the ωB97M-V functional and the def2-TZVPD basis.

Calculated values
- Largest force on an atom: 4.0 eV/A
- Gap between HOMO and LUMO: 7.476 eV
- Net charge: -1

Last columns: bonded neighbours and bond lengths (Å).
Positions of all 11 atoms, in Å:
1 H 1.719 -0.320 0.207  O8 0.906
2 C -0.866 -0.848 -0.604  H5 1.118, H6 1.114, O9 1.466, H11 1.066
3 C 0.001 1.060 1.210  O7 1.194, O10 1.186
4 N 0.660 0.943 -0.705  O8 1.419, O9 1.410
5 H -1.929 -0.519 -0.496  C2 1.118
6 H -0.775 -1.881 -1.008  C2 1.114
7 O 0.538 0.131 1.734  C3 1.194
8 O 1.849 0.187 -0.532  H1 0.906, N4 1.419
9 O -0.188 0.119 -1.473  C2 1.466, N4 1.410
10 O -0.720 1.987 1.376  C3 1.186
11 H -0.288 -0.861 0.292  C2 1.066

Here are the Mulliken charges for atoms 1 to 4, given in e: 0.2948 -0.5243 0.6555 -0.3694



Record 2
Here is 2 unconnected molecules or ions with the total composition C2H4NO5P from OMol25. Energies are from the ωB97M-V functional and the def2-TZVPD basis.

Calculated values
- Largest force on an atom: 12.3 eV/A
- Gap between HOMO and LUMO: 7.683 eV
- Net charge: -2

Last columns: bonded neighbours and bond lengths (Å).
Positions of all 13 atoms, in Å:
1 H 1.081 -0.102 -0.898  O12 1.021
2 H -0.339 1.515 -0.919  C8 1.126
3 O -2.012 0.797 1.823  P11 1.496
4 N 2.276 0.882 0.299  C7 1.121
5 H -1.733 0.464 -0.976  C8 1.128
6 O -0.635 -1.272 1.581  H10 0.949, P11 1.594
7 C 3.178 0.669 -0.329  N4 1.121, O13 1.116
8 C -0.725 0.554 -0.478  H2 1.126, H5 1.128, P11 1.859, O12 1.576
9 O -2.891 -1.049 0.374  P11 1.503
10 H -0.682 -2.043 1.030  O6 0.949
11 P -1.682 -0.304 0.866  O3 1.496, O6 1.594, C8 1.859, O9 1.503
12 O 0.207 -0.362 -1.360  H1 1.021, C8 1.576
13 O 3.955 0.252 -1.014  C7 1.116

Here are the Mulliken charges for atoms 1 to 4, given in e: 0.3589 0.4405 -0.8136 -0.7329



Relative energy (zero: lowest compared OMol25 entry of this formula, charge and spin) readings, ordered: 136.3; 69.8 kcal per mole
E readings, ordered: -434.24989; -850.95301 a.u.